[1]
ORCA calculation (wB97M-V/def2-TZVPD) on a structure of composition C23H29Cl5NO2P2V in a non-equilibrium geometry.

```
63
Properties=species:S:1:pos:R:3:forces:R:3:nbo_charge:R:1
C -0.44071 3.80707 -2.14408 0.4969 0.7578 -0.1682 -0.285
C -0.72108 2.64740 -1.36948 -0.8049 -1.4839 0.3244 0.217
N 0.04858 2.40191 -0.23864 0.2444 -0.4482 -0.2517 -0.655
C 1.09018 3.18837 0.06749 0.1875 0.6930 -0.5006 0.251
C 1.37436 4.34050 -0.66958 0.8532 -0.7153 1.3122 -0.360
C 0.59784 4.64575 -1.79230 -1.0976 -0.5875 -0.4993 -0.142
C -1.71847 1.70740 -1.68231 0.4332 0.4346 -0.1013 -0.766
P -1.92399 0.18109 -0.76000 -0.7019 1.5741 -2.3737 0.869
V -0.47002 0.78667 1.00315 -0.2579 2.6566 1.9811 0.812
P 1.87737 0.85369 1.36747 -0.3608 1.5186 -0.5778 1.045
C 1.91385 2.70764 1.25394 0.7063 0.2621 0.2519 -0.738
C -0.27994 -2.42232 0.52575 -0.3233 2.0780 0.3144 -0.184
C -1.40344 -3.10641 0.92632 -0.1488 -1.3198 -0.1273 -0.284
C -1.43085 -4.50601 0.79472 -0.0663 0.3918 0.1044 -0.191
C -0.32194 -5.17624 0.26512 -0.0144 0.1673 -0.0705 -0.247
C 0.78387 -4.44817 -0.18840 0.0757 0.3184 0.0700 -0.208
C 0.80479 -3.04637 -0.04885 -0.1118 -0.9938 -0.0710 -0.293
O -1.80600 1.36583 -5.86260 0.7420 0.2774 0.7383 -0.938
O 1.06869 -0.86521 -3.95997 -0.8304 -0.2552 -0.8756 -0.936
H -1.05990 3.97204 -3.02409 0.2171 0.1015 0.1761 0.223
H 2.21009 4.96138 -0.35733 -0.1376 -0.0775 -0.1474 0.213
H 0.81840 5.52886 -2.38979 -0.0555 -0.1790 0.1236 0.216
C -3.67897 0.24144 -0.22464 -0.0761 -0.3309 0.3523 -0.924
C -1.96074 -1.10524 -2.05007 0.0726 -0.5309 0.0732 -0.932
H 2.95957 3.03050 1.17092 -0.2035 0.3013 0.0424 0.234
H 1.50448 3.09809 2.20181 0.1044 -0.0867 -0.2444 0.247
H -2.05697 0.81553 -6.59049 -0.2556 -0.4679 -0.6586 0.464
H -2.28043 1.87051 -2.60515 0.0233 -0.0621 0.2510 0.229
C 2.79006 0.35883 2.84790 0.1524 0.0372 0.3476 -0.947
C 2.95775 0.37188 -0.01142 0.1546 -0.1955 -0.2589 -0.946
H -2.26080 -2.57190 1.34221 0.1611 -0.1574 -0.0133 0.199
H -2.31813 -5.05714 1.11328 0.2973 0.0208 -0.0710 0.206
H -0.32503 -6.26685 0.20554 -0.0035 0.3424 -0.0728 0.212
H 1.63470 -4.95967 -0.64424 -0.2412 0.0406 0.1677 0.204
H 1.66316 -2.46194 -0.39121 -0.1035 -0.1600 0.0685 0.190
H 0.35062 -0.44386 0.97482 2.3144 0.3142 0.3001 -0.159
H 0.94087 -1.63576 -4.53954 0.0129 0.3912 0.3042 0.472
H 1.85867 -1.06726 -3.48254 0.8006 -0.1461 0.5329 0.469
H -0.90948 1.06879 -5.62742 -0.4710 0.1857 -0.0030 0.476
H -0.20779 -1.08211 0.75697 -1.2460 -5.1790 -1.1654 0.187
H -4.33834 0.07110 -1.08744 0.1616 0.0882 0.2589 0.237
H -3.84760 -0.53633 0.53192 -0.2031 0.1103 -0.1585 0.226
H -3.88843 1.22364 0.21749 0.0685 -0.3014 -0.1412 0.248
H -2.87166 -0.98900 -2.65605 0.2796 0.0688 0.1664 0.232
H -1.07618 -1.01399 -2.69594 -0.2236 0.0180 0.2981 0.266
H -1.96410 -2.09481 -1.57677 -0.0258 0.1213 -0.2123 0.247
H 3.78179 1.09191 -0.10301 -0.1316 -0.2194 0.0223 0.243
H 3.36874 -0.63210 0.15751 -0.1090 0.2223 -0.0245 0.247
H 2.39092 0.36155 -0.95150 0.0724 0.0795 0.2478 0.252
H 3.77752 0.83822 2.89319 -0.2203 -0.0930 -0.0893 0.241
H 2.22041 0.62847 3.74454 0.0832 -0.0541 -0.1811 0.258
H 2.91918 -0.73123 2.84838 -0.0742 0.2801 -0.0417 0.262
Cl 0.28709 -1.88906 3.67253 0.0287 -0.1127 0.2031 0.042
C -0.79923 -0.59889 4.02800 -0.9683 0.9495 0.6957 0.043
C -1.04580 0.37433 3.06415 0.5327 -0.0964 -0.7507 -0.506
C -1.87702 1.43826 3.34621 -0.1205 -0.7218 1.2820 -0.052
Cl -2.05170 2.60934 2.02699 -0.3858 0.1047 0.5121 0.112
C -2.52386 1.57556 4.58812 0.5037 -0.6692 -0.2103 -0.089
Cl -3.55136 2.90557 4.88764 -0.1864 0.2141 0.1252 0.061
C -2.30479 0.57256 5.57043 0.6074 0.0085 -1.3445 -0.091
Cl -3.08470 0.68188 7.08030 -0.1302 0.0277 0.2620 0.074
C -1.43728 -0.51844 5.28883 -0.0981 0.6483 -0.8033 -0.119
Cl -1.17524 -1.73287 6.45851 0.0005 -0.1613 0.2992 0.063
```
Forces are in eV/Å.

Computed properties:
Total charge: 0
Highest occupied orbital energy (alpha / beta), eV: -6.29 / -6.32
E, hartree: -5026.5761
ΔE to the lowest compared entry with this formula, charge and spin, kcal per mole: 10.6
Multiplicity: 3

=====

[2]
ORCA calculation (wB97M-V/def2-TZVPD) on a structure of composition C15H17Br3ClN2O in a non-equilibrium geometry.

```
39
Properties=species:S:1:pos:R:3:forces:R:3:nbo_charge:R:1
C 3.10933 -0.78261 1.92580 0.1511 -0.0286 -0.0746 -0.622
C 2.72059 -1.43561 0.62383 -0.0627 -0.1179 0.4086 -0.059
O 1.37948 -1.08952 0.29041 0.0296 0.3251 -0.0754 -0.562
C 1.06948 -1.11497 -1.07914 -0.2134 0.4130 0.1463 -0.068
C 0.11380 0.06436 -1.38079 0.5258 -0.8497 0.0774 -0.267
N 0.49517 1.22246 -0.55630 0.0301 0.5169 -0.1059 -0.238
C 1.67521 1.80882 -0.83339 0.1276 0.4518 0.3634 0.070
C 2.14586 2.87329 -0.08438 -0.1905 -0.4041 -0.2068 -0.075
Cl 3.64905 3.58161 -0.48949 0.0326 0.0089 -0.0095 0.103
C 1.38654 3.33670 0.98336 -0.2522 -0.3584 -0.2132 -0.118
C 0.17621 2.71623 1.24654 0.4125 -0.0196 -0.2527 -0.194
C -0.27444 1.65169 0.46326 0.0845 0.2841 0.4116 0.288
C -1.56934 0.99731 0.73956 0.2724 -0.0420 0.1392 -0.170
C -1.73383 0.18744 1.85288 -0.4012 -0.0566 -0.0610 -0.134
C -2.97542 -0.39664 2.01487 0.1508 0.0208 0.0886 -0.236
C -3.96829 -0.15266 1.08322 -0.4080 -0.0857 -0.0986 0.062
N -3.83733 0.63915 0.01740 0.5005 -0.0940 0.3987 -0.387
C -2.63806 1.19413 -0.12012 -0.2205 0.2466 -0.3688 0.048
H 4.16062 -0.99555 2.10006 0.1287 -0.0381 0.1422 0.229
H 2.54352 -1.17613 2.76205 -0.1598 0.0087 0.1272 0.220
H 3.00497 0.29958 1.88098 -0.1172 0.1164 -0.0108 0.196
H 2.78803 -2.51632 0.73377 0.1156 -0.1917 -0.1748 0.186
H 3.41726 -1.11029 -0.14819 -0.0613 0.0030 -0.3182 0.166
H 1.95980 -1.00956 -1.69839 0.2463 -0.1044 0.0151 0.175
H 0.56318 -2.03921 -1.34654 -0.0524 -0.1715 -0.1991 0.209
H 0.20927 0.33718 -2.42449 -0.1877 0.1185 -0.1857 0.236
H -0.89936 -0.23818 -1.16884 -0.0714 0.2530 0.0643 0.265
H 2.24885 1.42602 -1.66000 -0.0343 -0.1506 -0.1435 0.247
H 1.73760 4.16563 1.57429 0.0218 0.1169 0.1248 0.260
H -0.41930 3.07645 2.06754 -0.2601 -0.1070 0.0478 0.259
H -0.94727 0.00162 2.56534 0.2417 0.0304 0.0028 0.236
H -3.17818 -1.04048 2.85279 -0.0340 -0.1149 0.1271 0.239
H -4.92762 -0.63092 1.21019 -0.1825 -0.0134 -0.0555 0.213
H -2.50193 1.84755 -0.97360 -0.0718 0.0595 -0.1469 0.201
C -2.23387 -3.20340 -3.06714 0.0889 0.0090 0.0165 -0.501
Br -1.54924 -4.41521 -1.74097 0.0009 0.0345 -0.0124 0.104
Br -2.95017 -1.60918 -2.25475 -0.1730 -0.0749 0.0024 0.089
Br -0.90166 -2.77111 -4.38714 0.0054 0.0035 0.0260 0.094
H -3.04850 -3.69967 -3.57449 -0.0129 0.0025 -0.0167 0.236
```
Forces are in eV/Å.

Computed properties:
Total charge: +1
Highest occupied orbital energy, eV: -12.73
E, hartree: -8948.5178
ΔE to the lowest compared entry with this formula, charge and spin, kcal per mole: 2.9

=====

[3]
ORCA calculation (wB97M-V/def2-TZVPD) on a cluster of 2 separate species, C33H31BO4 in total in a non-equilibrium geometry.

```
69
Properties=species:S:1:pos:R:3:forces:R:3:nbo_charge:R:1
C -5.01318 -4.25779 2.96687 -0.9975 -1.0436 -0.1725 -0.644
C -4.04908 -3.20746 3.21028 1.3403 1.4685 0.6778 0.246
C -3.54878 -2.66767 4.37174 -0.5017 -0.4710 -0.9073 -0.326
C -2.56273 -1.71850 3.96760 0.1000 0.0996 -0.1753 -0.334
C -2.49143 -1.73302 2.60340 -0.0277 -0.3914 1.1789 0.198
B -1.54166 -1.00160 1.57109 -0.3656 -0.2584 0.3867 -0.004
C -0.61139 0.03791 2.28617 0.1933 1.2392 0.4062 0.208
C -0.55728 1.40443 2.27744 0.2229 -0.3063 0.1003 -0.351
C 0.44947 1.79719 3.22511 0.2115 -0.4393 0.1381 -0.329
C 0.96102 0.64148 3.74991 -1.2566 0.4585 -1.4038 0.243
C 1.92981 0.38052 4.79560 0.7198 -0.1443 0.7690 -0.644
O 0.35034 -0.44180 3.15840 -0.1228 0.9554 0.3366 -0.438
C -0.56891 -2.01108 0.87612 0.1651 -1.1394 -0.4524 0.215
C -0.46551 -3.37298 0.88873 0.2404 0.1260 -0.2003 -0.336
C 0.55521 -3.72896 -0.05893 0.2282 0.6633 -0.2266 -0.298
C 1.02870 -2.55320 -0.58275 -1.3351 -0.6958 1.4640 0.211
C 1.99031 -2.24738 -1.62239 0.7576 0.0985 -0.7542 -0.634
O 0.37652 -1.49560 0.00758 0.0170 -0.7589 -0.4894 -0.450
C -2.53486 -0.33564 0.56011 -0.1428 0.5611 -1.2430 0.215
C -2.63237 -0.35810 -0.80446 -0.0772 0.1717 0.2850 -0.364
C -3.68006 0.55213 -1.17205 -0.2219 0.1792 0.5363 -0.329
C -4.18005 1.06079 -0.00227 1.4118 -1.3329 -0.5583 0.250
C -5.18238 2.06551 0.28106 -0.8258 0.7615 0.1727 -0.644
O -3.51201 0.50418 1.06507 0.1198 0.3039 -1.0390 -0.433
O -3.43603 -2.62175 2.12412 0.0753 -0.3901 0.8887 -0.440
H -5.40696 -4.58124 3.94054 -0.0106 -0.0059 -0.3258 0.217
H -5.85484 -3.91961 2.34330 0.1762 -0.1058 0.1378 0.214
H -4.56419 -5.13747 2.47325 -0.1330 0.2804 0.1165 0.211
H -3.84226 -2.93575 5.38133 0.0025 0.0310 -0.2408 0.208
H -1.97820 -1.09004 4.62781 0.0379 -0.1138 -0.2059 0.217
H -1.16565 2.06276 1.66566 0.0163 -0.2368 0.1929 0.217
H 0.72591 2.81255 3.49296 0.0335 -0.2610 0.0487 0.202
H 2.32702 1.34175 5.13203 0.0880 -0.1747 0.0803 0.213
H 1.47448 -0.12915 5.65469 0.1004 0.0628 -0.1138 0.219
H 2.75191 -0.24369 4.43415 0.0366 0.0180 0.0996 0.211
H -1.04291 -4.06055 1.50438 0.0916 0.3638 -0.2540 0.230
H 0.87743 -4.72883 -0.32542 0.0279 0.1867 -0.0114 0.206
H 2.42680 -3.19023 -1.96860 0.0715 0.2376 -0.0517 0.223
H 1.52311 -1.74518 -2.48218 0.0319 -0.0395 0.0284 0.189
H 2.79256 -1.59634 -1.25475 0.0843 -0.0378 -0.0540 0.191
H -2.03030 -0.96556 -1.47497 -0.0723 0.1774 0.2577 0.213
H -3.99893 0.79933 -2.17884 -0.0995 0.0183 0.2294 0.199
H -5.61025 2.39063 -0.67080 -0.0942 0.0659 0.1780 0.214
H -5.98044 1.67353 0.91836 -0.0106 0.0813 -0.0427 0.220
H -4.74966 2.93781 0.78642 -0.0874 -0.0821 -0.0404 0.213
C 1.72191 2.30626 -3.05965 0.7746 -0.0583 -0.7369 0.208
C 2.57519 2.94095 -2.09531 0.4005 0.4027 1.0930 -0.188
C 2.82754 4.34286 -2.16264 -0.2762 -0.4130 0.0361 -0.084
C 3.72703 4.94770 -1.29171 0.0289 -0.3187 0.0059 -0.235
C 4.33920 4.19072 -0.27891 -0.2346 -0.2192 -0.2001 -0.130
C 4.05647 2.82238 -0.15011 -0.0123 0.1924 -0.1067 -0.198
C 3.20130 2.20146 -1.05337 0.0875 -0.0832 -0.4936 -0.141
C 2.09744 1.18827 -3.83891 -0.2448 -0.6822 -0.0795 -0.214
C 1.22454 0.74710 -4.88810 0.0276 0.5464 0.1864 -0.055
C 1.61657 -0.22217 -5.78857 0.0549 -0.1631 -0.2245 -0.242
C 2.88079 -0.82866 -5.66746 -0.3467 0.4195 0.4909 -0.061
C 3.73659 -0.45934 -4.61706 0.0639 0.0040 0.0369 -0.255
C 3.36369 0.52947 -3.72388 0.1232 0.3501 0.0486 -0.011
H 0.79477 2.80989 -3.34980 0.2371 -0.0410 0.0631 0.233
H 2.35259 4.91429 -2.95736 0.0667 0.0157 0.2020 0.216
H 3.96617 6.00740 -1.39876 -0.1534 -0.3504 0.0331 0.235
H 5.03809 4.66846 0.41226 -0.2776 -0.1591 -0.2338 0.234
H 4.51740 2.23381 0.64741 -0.2273 0.2409 -0.2770 0.244
H 2.99712 1.13165 -0.98030 -0.0564 0.3159 0.1874 0.244
H 0.26809 1.26763 -5.00163 0.2532 -0.3577 0.0389 0.233
H 0.95776 -0.49957 -6.61761 0.2468 0.0900 0.4056 0.244
H 3.19883 -1.57588 -6.39135 -0.0765 0.1464 0.1481 0.237
H 4.72045 -0.92736 -4.52490 -0.3963 0.1761 -0.0240 0.242
H 4.07223 0.87634 -2.96518 -0.2824 -0.2349 -0.3466 0.228
```
Forces are in eV/Å.

Computed properties:
Total charge: 0
Highest occupied orbital energy, eV: -5.83
E, hartree: -1601.7296
ΔE to the lowest compared entry with this formula, charge and spin, kcal per mole: 39.6